Entry 1:
Molecular formula: C49H47CaN7O4P3
Method: DFT, wB97M-V/def2-TZVPD

Last column: Mulliken charge in e.
CARTESIAN COORDINATES (ANGSTROEM)
Ca 0.13587 0.29062 -0.09884  2.419
P 2.16321 0.96516 -3.03731  1.050
P 0.02188 -3.05036 -0.57400  1.755
P 3.68015 0.67512 -0.38417  1.896
O -2.63098 3.05645 -1.91188  -0.784
O 2.35271 0.34827 0.19998  -0.140
O 1.14286 0.18853 -2.27300  0.519
O -2.83534 -1.42403 2.15214  -0.707
N 0.55500 -1.00273 2.00032  -0.047
N -1.72194 1.13453 -0.96038  0.164
N -0.88657 -3.55839 -3.23588  0.429
N 0.35396 2.60931 -0.04264  -0.403
N 0.69804 -5.19592 -2.41330  0.254
N -1.60168 -1.29582 0.19137  2.027
N -1.54496 -5.17254 -1.54360  0.263
C -0.48421 3.70280 -4.36446  -0.637
C 1.22517 -4.34461 -1.33219  -1.061
C 5.03015 2.77110 2.81796  -0.896
C 2.28627 -1.65154 -6.09149  -0.692
C 3.53575 1.57752 -1.97994  -1.226
C 5.83455 -3.31179 -0.99804  -0.789
C 4.18229 -1.70863 -1.66981  0.082
C 0.73862 -3.15258 3.76254  -0.509
C 1.65287 4.35175 -5.26713  -0.707
C -1.78879 -1.46835 1.51854  0.248
C -4.91692 -1.53845 -1.51387  -0.931
C 4.68328 1.74271 0.67049  0.617
C -0.45362 -2.86060 3.12458  -0.947
C -1.80263 2.43695 -1.23851  -0.402
C -0.76040 4.62841 -0.66248  -0.801
C 6.18826 3.36634 2.33860  -0.579
C 2.84439 -0.02392 -4.39866  1.084
C 5.69602 -1.19895 0.13629  -0.766
C 5.84568 2.34317 0.19158  -0.636
C 6.29474 -2.44024 -0.02278  -0.903
C 1.33808 3.35359 0.46492  -1.241
C 4.27740 1.95761 1.98485  -0.299
C -0.67981 3.23995 -0.61164  0.618
C -3.84488 0.52743 -2.12795  -0.746
C 0.28612 4.56783 -5.12604  -0.684
C 0.25885 5.38971 -0.12321  -0.631
C 4.13607 0.05566 -4.90441  -0.823
C 1.83819 -2.34334 3.51099  -1.038
C -2.01597 -4.39971 -2.63555  -0.827
C 1.48707 2.41826 -3.85844  0.895
C 0.29988 -4.45586 -3.55255  -0.677
C 2.26049 3.28523 -4.62895  -0.589
C -1.28461 -4.37705 -0.34122  -1.313
C 1.34269 4.73568 0.44870  -1.065
C 1.91387 -0.85748 -5.01967  -0.609
C -2.77103 0.26532 -1.26424  0.399
C 4.63470 -0.83139 -0.68465  0.275
C 4.78869 -2.94194 -1.83376  -0.824
C 3.59166 -1.60224 -6.56340  -0.739
C -0.49596 -1.79519 2.23512  0.140
C -4.88858 -0.37533 -2.26428  -0.971
C 0.11699 2.61622 -3.74605  -1.087
C 6.59294 3.15719 1.02649  -0.758
C 1.69076 -1.27890 2.63892  -0.191
C -3.85243 -1.82229 -0.66926  -0.674
C -0.48459 -2.47490 -2.29372  -0.600
C 4.50459 -0.73493 -5.98287  -0.738
C -2.75737 -0.96800 -0.57297  -1.405
C -0.41803 -6.00271 -1.93581  -0.978
H -2.39740 -5.04867 -3.42651  0.312
H -1.54572 3.86035 -4.23001  0.539
H 6.78192 3.99513 2.98851  0.417
H 3.36704 1.49333 2.34436  0.192
H -1.62361 5.07403 -1.13480  0.562
H 4.48668 1.56648 -2.51299  0.592
H 3.28364 2.61089 -1.72692  0.720
H 3.89554 -2.23241 -7.38833  0.417
H 6.28679 -4.28858 -1.10734  0.425
H 6.16650 2.17101 -0.82934  0.333
H 1.55825 -2.29572 -6.56807  0.495
H -1.34983 -3.43854 3.30392  0.580
H 1.55182 -5.00817 -0.52648  0.651
H 2.24583 5.01566 -5.88236  0.439
H -3.90880 -2.68735 -0.02309  0.541
H -2.78978 -3.70641 -2.30548  0.400
H -0.17493 5.40707 -5.62967  0.438
H -3.88343 1.47287 -2.64179  0.603
H 4.86579 0.72405 -4.46355  0.270
H 2.16489 2.81581 0.90398  1.293
H 7.49268 3.63146 0.65824  0.441
H -0.73626 -6.67992 -2.73275  0.335
H 3.34960 -1.41740 -2.29727  0.244
H -1.23515 -3.13506 -4.09623  0.456
H 2.16763 5.28073 0.88663  0.519
H 0.81542 -3.99089 4.44223  0.459
H 7.11616 -2.72583 0.62041  0.465
H -0.94332 -5.05165 0.44671  0.463
H 4.44948 -3.61971 -2.60685  0.586
H 2.78834 -2.51632 3.99666  0.470
H -0.00081 -5.13528 -4.35302  0.338
H 1.11060 -3.81445 -3.90371  0.246
H 4.71217 2.94049 3.83787  0.459
H -2.21367 -3.92518 -0.01216  0.386
H 0.37948 -1.95742 -2.70958  -0.789
H -1.30891 -1.77347 -2.19982  0.500
H 3.32645 3.11726 -4.73957  0.382
H 0.21661 6.47047 -0.15158  0.457
H -5.76983 -2.20438 -1.54798  0.450
H 2.53119 -0.63270 2.42330  0.352
H 2.11648 -3.82400 -1.69377  -0.132
H 0.89112 -0.85961 -4.65921  0.476
H 5.51079 -0.67196 -6.37516  0.461
H -5.71263 -0.14033 -2.92602  0.414
H -0.08868 -6.59316 -1.08248  0.388
H -0.46479 1.91147 -3.16995  0.463
H 6.05047 -0.51761 0.90019  0.426

Force components x, y, z for each atom (eV/Å):
0.862 -1.114 0.334
0.416 0.574 -0.602
0.825 -1.161 -1.038
0.776 -0.159 -0.305
0.068 0.145 0.029
0.601 0.272 0.450
-0.187 -0.149 -0.154
0.070 -0.128 0.203
-0.173 -0.271 0.155
-0.739 0.644 -0.356
-0.120 0.003 -0.007
-0.088 0.871 -0.104
0.083 -0.125 0.015
-0.797 0.284 0.232
-0.098 -0.150 0.073
-0.036 0.049 -0.020
-0.074 0.272 0.244
0.042 0.007 0.023
0.010 0.021 0.008
-0.265 -0.358 0.119
0.022 -0.044 -0.006
0.033 0.091 0.045
0.055 0.066 -0.111
0.137 0.028 -0.021
-0.187 -0.247 -0.429
0.059 -0.040 0.028
-0.170 -0.125 -0.127
-0.004 -0.071 0.030
-0.238 -0.217 -0.058
0.031 0.047 -0.057
-0.028 -0.010 0.010
-0.166 0.086 0.174
-0.006 0.094 0.004
-0.048 -0.012 0.003
-0.003 -0.008 0.023
0.093 0.190 0.035
-0.010 -0.063 -0.029
-0.011 0.491 -0.018
0.041 0.056 0.001
-0.032 -0.073 -0.013
0.035 -0.118 -0.005
-0.020 -0.014 0.134
-0.053 0.054 0.056
-0.173 -0.190 0.201
-0.126 -0.198 0.180
0.219 -0.191 -0.124
0.062 -0.083 0.079
0.026 0.330 0.068
-0.039 0.000 0.011
-0.014 -0.054 0.031
-0.394 -0.237 -0.099
-0.156 0.219 -0.016
0.011 0.019 -0.022
-0.005 -0.002 0.014
-0.153 0.144 0.451
-0.102 -0.031 -0.029
0.050 -0.050 0.035
0.072 0.010 -0.032
0.160 -0.075 0.071
0.040 0.017 -0.009
0.187 0.277 0.617
0.099 -0.005 -0.059
-0.132 0.016 0.119
0.001 0.050 -0.033
0.112 0.072 -0.077
-0.019 0.003 -0.013
-0.017 0.021 0.002
0.008 0.007 0.020
-0.020 -0.053 -0.014
0.007 0.032 0.017
0.022 0.011 -0.001
-0.011 0.033 -0.035
0.050 0.019 -0.022
0.051 0.033 0.008
0.013 -0.006 -0.021
-0.040 0.047 -0.023
0.060 0.042 -0.014
-0.003 0.023 0.024
0.085 -0.077 0.031
-0.012 0.089 -0.096
-0.017 0.014 0.028
0.057 -0.016 -0.056
0.019 -0.034 -0.001
-0.016 -0.044 0.066
0.008 -0.020 -0.011
0.011 0.006 0.013
-0.046 -0.162 -0.006
0.030 0.015 -0.004
0.015 -0.015 -0.006
-0.024 0.003 0.025
-0.004 -0.018 -0.001
0.009 0.050 0.013
-0.019 0.000 0.002
0.014 -0.014 -0.019
-0.129 0.075 0.007
-0.078 0.083 0.007
0.005 -0.006 0.005
-0.099 0.060 0.080
-0.056 0.017 -0.105
-0.131 0.043 -0.166
0.011 0.050 -0.040
-0.010 0.006 0.010
0.001 0.001 -0.044
-0.024 0.035 -0.025
-0.033 -0.019 -0.018
-0.004 -0.051 -0.003
0.013 -0.017 0.025
0.005 0.033 -0.003
-0.029 0.000 0.000
-0.118 0.007 0.008
0.013 -0.035 0.007

Summary:
LUMO energy   -0.076 Eh
Relative energy (zero: lowest compared OMol25 entry of this formula, charge and spin)   28.6 kcal/mol
Net charge   +1
HOMO level   -8.90 eV


Entry 2:
Molecular formula: C22H41BrIrNP3Se
Method: DFT, wB97M-V/def2-TZVPD

Last column: Mulliken spin population.
CARTESIAN COORDINATES (ANGSTROEM)
Ir 0.00065 0.30123 0.94568  1.182
Br -1.18954 -5.19539 2.37601  0.002
Se 0.25299 1.99559 -1.66167  0.885
P 2.27858 0.02908 0.65020  0.186
P -2.27620 0.67193 0.73567  0.198
P 0.29268 2.26062 2.12102  0.089
N -0.22005 -1.19291 2.40046  0.209
C 0.33392 -0.60829 -5.54006  0.165
C -3.32173 0.25334 2.19600  0.030
C -0.53356 -2.44822 2.01122  0.047
C 0.61967 1.44829 -4.30758  0.158
C -0.04905 -1.25312 -4.36896  0.063
C -0.52627 -3.18287 4.32884  0.043
C 2.63755 -1.23140 -0.61907  0.043
C -0.19553 -1.87341 4.69967  -0.003
C 0.67622 0.75681 -5.51840  -0.005
C -0.04488 -0.89753 3.69974  0.048
C -0.70359 -3.44786 2.97120  0.014
C 0.43410 3.79158 1.12612  0.032
C 3.24058 1.48248 0.06995  0.022
C 3.22758 -0.59906 2.10277  0.034
C 1.75929 2.36405 3.23868  0.013
C -0.53933 -3.46913 -6.37166  0.006
C -1.05064 2.66391 3.31804  0.010
C -2.95771 -0.38337 -0.59564  0.038
C -0.11567 -0.58369 -3.14695  0.052
C -2.81403 2.35433 0.24883  0.011
C 0.23916 0.78561 -3.12242  0.101
C -0.66904 -4.26777 -5.29025  -0.002
H -4.04194 -0.23237 -0.64821  0.006
H 0.85921 2.51233 -4.24819  -0.004
H -2.75191 -1.43161 -0.36054  -0.002
H 4.24903 -0.85495 1.78783  0.007
H -0.44170 -1.08937 -2.23126  0.015
H -2.40442 2.59275 -0.74512  0.003
H 0.98659 1.26749 -6.43079  0.003
H -1.32097 -2.72482 -6.60233  -0.002
H 2.13107 -2.16791 -0.35152  -0.002
H -0.30406 -2.31196 -4.40526  0.006
H 1.70882 3.27583 3.84278  0.003
H 0.35569 -1.18327 -6.46885  0.001
H -3.27807 -0.82735 2.37255  -0.001
H -1.19025 1.83604 4.01522  0.000
H 0.14943 -4.89128 -4.89729  0.000
H -3.91271 2.35279 0.19634  0.001
H 1.77394 1.52049 3.92985  0.002
H -0.64371 -2.62518 0.95250  -0.002
H -1.63089 -4.42871 -4.76030  0.000
H 2.87958 1.78066 -0.92617  0.001
H 2.74635 -1.50415 2.49675  -0.001
H -2.00030 2.86922 2.82196  -0.001
H -2.97174 0.78100 3.08775  0.001
H -0.03110 -1.55394 5.73083  0.001
H -0.45112 3.93122 0.49017  0.000
H -2.50333 3.13465 0.95494  0.000
H 0.22762 0.13435 3.91728  -0.009
H -0.64488 -3.97942 5.05473  0.000
H -0.77946 3.54644 3.90597  0.002
H 1.32018 3.75727 0.47546  -0.002
H -2.50994 -0.12390 -1.55899  0.004
H 0.23466 -3.49860 -7.16172  0.000
H -0.21105 0.64786 -0.78008  0.277
H -4.36321 0.53723 2.00314  0.007
H 3.72329 -1.40888 -0.65351  0.007
H 3.16893 2.34333 0.74389  0.001
H 2.28938 -0.89298 -1.60339  0.002
H 0.52745 4.67645 1.77414  0.004
H 4.29491 1.18107 -0.00191  0.001
H 2.69447 2.37737 2.68264  -0.001
H 3.27998 0.14998 2.90127  0.001

Force components x, y, z for each atom (eV/Å):
-0.560 -1.348 1.125
0.236 0.751 0.276
-0.016 -0.169 -2.048
2.276 0.001 -1.311
-2.057 0.535 -1.205
0.215 1.589 1.462
0.165 -0.052 0.456
0.291 0.737 -0.377
0.589 -0.115 0.089
-0.024 -0.172 1.190
0.232 -0.026 -1.340
-0.351 -0.049 1.915
0.117 0.701 -0.102
0.064 0.006 0.081
0.204 0.673 -0.495
0.022 0.221 0.445
-0.203 -0.976 0.859
-0.191 -0.620 -0.869
0.034 0.071 -0.184
-0.047 -0.167 -0.030
-0.538 0.063 0.261
-0.308 0.026 -0.091
-0.761 -0.517 0.069
0.211 -0.003 -0.100
-0.104 0.203 0.326
0.076 -0.148 -0.381
0.009 -0.055 -0.065
-0.045 0.827 0.510
0.232 -0.229 -0.722
0.131 -0.084 -0.047
-0.007 -0.326 -0.246
-0.054 0.084 -0.094
-0.307 0.143 -0.115
0.194 0.104 -0.415
-0.231 -0.062 0.303
-0.132 -0.133 0.283
-0.015 -0.788 -0.043
0.133 0.174 -0.122
0.084 0.451 0.011
-0.079 -0.046 -0.179
0.074 0.292 0.272
0.011 0.181 -0.004
-0.016 0.037 -0.014
-0.400 0.034 -0.689
0.295 0.030 -0.061
0.031 0.026 -0.025
-0.042 -0.102 -0.071
0.681 0.782 -0.236
0.263 -0.127 0.346
0.129 0.193 -0.102
0.158 -0.046 0.117
-0.120 -0.159 -0.150
-0.120 -0.391 -0.245
0.233 -0.039 0.197
-0.132 -0.305 -0.259
-0.144 -0.474 0.134
0.003 0.116 0.017
0.054 -0.066 -0.150
-0.229 -0.010 0.217
-0.065 -0.022 0.135
0.067 -0.065 1.099
0.079 -0.371 0.837
0.244 0.008 -0.172
-0.309 0.029 -0.051
0.023 -0.264 -0.198
0.071 -0.106 0.235
-0.032 -0.345 -0.056
-0.239 0.105 -0.031
-0.049 0.000 0.053
0.000 -0.221 -0.225

Summary:
LUMO energy (spin up / spin down)   -0.309 / -0.452 Eh
Relative energy (zero: lowest compared OMol25 entry of this formula, charge and spin)   11.0 kcal/mol
Net charge   +3
Spin multiplicity   5
HOMO level (spin up / spin down)   -15.73 / -16.06 eV
<S²>   6.0370


Entry 3:
Molecular formula: C2H2N4O2
Method: DFT, wB97M-V/def2-TZVPD

Last column: natural (NBO) charge in e.
CARTESIAN COORDINATES (ANGSTROEM)
O -0.33056 -0.85536 0.13042  -0.389
O -2.67509 -0.13152 -0.11182  -0.514
N 0.36763 1.55442 0.01604  -0.053
N 0.95321 -1.29885 0.00739  -0.043
N -1.81501 0.89877 0.02739  -0.069
N 1.60747 1.22944 -0.01843  -0.147
C -0.63924 0.46215 0.21282  0.433
C 1.79329 -0.25195 -0.05347  0.100
H -2.10586 -1.00567 -0.04855  0.470
H 2.84418 -0.60143 -0.16178  0.213

Force components x, y, z for each atom (eV/Å):
-1.986 -0.318 0.617
0.319 -2.566 0.234
1.370 -1.989 1.255
3.372 4.576 -0.311
0.141 -0.646 0.356
-3.250 -1.975 -0.446
2.505 3.127 -1.810
0.280 -2.816 0.286
-1.858 2.007 -0.292
-0.893 0.600 0.110

Summary:
LUMO energy   -0.058 Eh
SMILES   O/N=c1/nncno1
Relative energy (zero: lowest compared OMol25 entry of this formula, charge and spin)   174.2 kcal/mol
HOMO level   -9.77 eV


The following energy values (in hartree) correspond, in order, to the records above: -4281.42338 -7020.40729 -446.69511.